ORCA calculation (ωB97M-V/def2-TZVPD) on a molecular structure, C14H31N6O3PbSSi.

Summary:
Orbital gap   9.1 eV
LUMO energy   -2.749 eV
Net charge   +1
HOMO   -11.83 eV
Largest force on an atom   0.007 Eh/bohr

Last column: Mulliken charge in e.
Positions of all 57 atoms, in Å:
1 Pb -2.6882 -0.8700 -1.4403  0.91
2 C 2.2945 -0.5540 -1.5109  -1.28
3 C 0.9334 -0.8620 -2.1117  1.41
4 C 0.6592 0.0184 -3.3182  -1.57
5 C 0.8026 -2.3358 -2.4580  -1.47
6 O -0.1181 -0.5269 -1.1399  0.14
7 Si -0.0977 -0.7452 0.5172  -0.03
8 S -2.1524 -0.4920 0.9946  -0.61
9 O 0.8826 0.2793 1.2904  0.33
10 C 0.9330 1.7029 1.5193  1.88
11 C 2.4027 2.0368 1.7097  -1.78
12 C 0.1306 2.0020 2.7758  -1.70
13 C 0.3635 2.4412 0.3182  -1.39
14 O 0.4304 -2.2507 0.7691  -0.24
15 C 0.9934 -2.8952 1.9416  1.75
16 C 0.8431 -4.3856 1.6933  -1.71
17 C 0.2108 -2.4670 3.1741  -1.51
18 C 2.4571 -2.5004 2.0465  -1.48
19 H 3.0724 -0.8067 -2.2311  0.61
20 H 2.4722 -1.1351 -0.6074  0.10
21 H 2.3847 0.5036 -1.2661  0.24
22 H 1.4110 -0.1537 -4.0868  0.47
23 H 0.6810 1.0711 -3.0389  0.29
24 H -0.3176 -0.2043 -3.7537  0.29
25 H 1.5253 -2.6006 -3.2288  0.50
26 H -0.1940 -2.5532 -2.8495  0.28
27 H 0.9756 -2.9596 -1.5826  0.11
28 H 2.8081 1.4945 2.5627  0.38
29 H 2.5310 3.1042 1.8877  0.44
30 H 2.9746 1.7621 0.8235  0.33
31 H 0.5516 1.4721 3.6291  0.37
32 H -0.9070 1.6922 2.6521  0.27
33 H 0.1493 3.0702 2.9929  0.48
34 H 0.9132 2.1925 -0.5902  0.18
35 H 0.4282 3.5168 0.4792  0.64
36 H -0.6820 2.1756 0.1778  0.11
37 H -0.2088 -4.6539 1.6030  0.39
38 H 1.2752 -4.9505 2.5180  0.42
39 H 1.3555 -4.6715 0.7749  0.36
40 H -0.8427 -2.7213 3.0642  0.33
41 H 0.2992 -1.3928 3.3397  0.16
42 H 0.5970 -2.9742 4.0577  0.52
43 H 2.9968 -2.8073 1.1501  0.31
44 H 2.9165 -2.9917 2.9035  0.54
45 H 2.5598 -1.4231 2.1687  0.11
46 N -6.4394 -0.2383 -0.4800  0.08
47 C -5.3160 -0.4107 -0.6828  -0.39
48 H -7.4119 -0.0883 -0.3021  0.31
49 N -1.5268 4.4619 -3.1024  -0.59
50 N -2.1798 3.4957 -2.3673  1.36
51 N -2.7826 3.7705 -1.2362  -0.84
52 C -3.1561 2.5592 -0.8426  -0.30
53 N -2.7898 1.6259 -1.7216  -0.01
54 N -2.1528 2.2509 -2.7000  -0.60
55 H -1.9687 5.3484 -2.8827  0.31
56 H -1.6121 4.2129 -4.0818  0.30
57 H -3.6704 2.3607 0.0791  0.47

ORCA calculation (ωB97M-V/def2-TZVPD) on C4H8OSi in the gas phase in a non-equilibrium geometry.

Summary:
Orbital gap   8.9 eV
LUMO energy   0.409 eV
Net charge   0
HOMO   -8.45 eV
Largest force on an atom   0.131 Eh/bohr

Last column: Mulliken charge in e.
Positions of all 14 atoms, in Å:
1 C 0.8320 1.0961 0.3894  -0.21
2 C -0.3025 0.4523 -0.0045  -0.29
3 C 1.9538 0.1678 0.1473  -0.32
4 C 1.2243 -0.9711 -0.6529  -0.82
5 O -2.6127 -1.0345 0.5719  -0.52
6 Si -2.1221 0.3988 -0.1641  0.33
7 H 0.9633 1.9966 0.8897  0.47
8 H 2.5972 0.5157 -0.6585  0.20
9 H 2.5002 -0.1410 0.9417  0.38
10 H 1.1962 -1.9499 -0.1844  0.24
11 H 1.0036 -0.8986 -1.6280  0.43
12 H -1.9683 -1.3012 1.1889  0.31
13 H -2.7554 1.4739 0.7470  -0.09
14 H -2.5096 0.1952 -1.5835  -0.10

ORCA calculation (ωB97M-V/def2-TZVPD) on a molecular structure, C31H24N3O2Pt in a non-equilibrium geometry.

Summary:
Orbital gap (alpha / beta)   5.3 / 6.1 eV
Expectation value of S²   2.0372
LUMO energy (alpha / beta)   2.619 / 0.806 eV
Net charge   -1
Spin multiplicity   3
HOMO (alpha / beta)   -2.67 / -5.27 eV
Largest force on an atom   0.021 Eh/bohr

Last column: Löwdin spin population.
Positions of all 61 atoms, in Å:
1 Pt -2.5775 1.0771 0.9125  0.68
2 C -2.7063 0.9261 5.1909  0.07
3 C -3.2584 -0.3286 5.4237  0.00
4 C -3.6376 -1.1363 4.3680  0.05
5 C -3.4638 -0.7069 3.0454  0.02
6 C -2.9231 0.5748 2.8192  0.06
7 C -2.5555 1.3785 3.8832  0.00
8 C -3.7319 -1.4853 1.8671  0.21
9 C -4.3023 -2.7552 1.8352  0.01
10 C -4.5121 -3.4076 0.6443  0.21
11 C -4.1183 -2.7907 -0.5875  0.03
12 C -4.2660 -3.4109 -1.8304  0.04
13 C -3.8653 -2.7878 -3.0009  0.03
14 C -3.3161 -1.5132 -2.9403  0.04
15 C -3.1667 -0.8679 -1.7243  0.04
16 C -3.5474 -1.4881 -0.5266  0.04
17 N -3.3690 -0.8627 0.6826  0.28
18 H -2.3929 1.5491 6.0190  0.00
19 H -3.3865 -0.6809 6.4405  0.00
20 H -4.0630 -2.1122 4.5696  0.00
21 H -2.1427 2.3617 3.6964  0.00
22 H -4.6006 -3.2174 2.7671  -0.01
23 H -4.9689 -4.3894 0.6209  0.01
24 H -4.7040 -4.4027 -1.8633  0.00
25 H -3.9814 -3.2892 -3.9538  0.00
26 H -2.9981 -1.0176 -3.8492  0.00
27 H -2.7536 0.1330 -1.6914  0.00
28 C 6.0004 -2.1884 0.4088  0.00
29 C 5.5107 -0.8066 0.0645  0.00
30 C 6.3659 0.2806 0.2043  0.00
31 C 5.9330 1.5588 -0.1102  0.00
32 C 4.6394 1.7635 -0.5500  0.00
33 C 3.7608 0.6869 -0.6906  0.00
34 N 2.4232 0.8762 -1.0637  0.00
35 C 1.9300 1.8874 -1.8577  0.00
36 C 2.7305 2.5018 -2.8330  0.00
37 C 2.2272 3.5050 -3.6358  0.00
38 C 0.9058 3.9176 -3.5141  0.00
39 C 0.0904 3.2868 -2.5936  0.00
40 C 0.5719 2.2765 -1.7642  0.00
41 C -0.3954 1.6436 -0.8088  0.01
42 O -1.6209 1.9737 -0.9354  0.03
43 O 0.0078 0.8105 0.0450  0.01
44 C 4.2049 -0.6125 -0.3944  0.00
45 C 3.2869 -1.7950 -0.5586  0.00
46 H 7.0206 -2.1479 0.7879  0.00
47 H 5.9883 -2.8385 -0.4693  0.00
48 H 5.3669 -2.6528 1.1673  0.00
49 H 7.3746 0.1237 0.5690  0.00
50 H 6.6012 2.4030 0.0094  0.00
51 H 4.2836 2.7624 -0.7644  0.00
52 H 1.7116 0.5265 -0.4183  0.00
53 H 3.7520 2.1676 -2.9568  0.00
54 H 2.8743 3.9672 -4.3721  0.00
55 H 0.5180 4.7112 -4.1395  0.00
56 H -0.9498 3.5630 -2.4899  0.00
57 H 2.3739 -1.5173 -1.0784  0.00
58 H 3.0107 -2.2139 0.4125  0.00
59 H 3.7793 -2.5845 -1.1300  0.00
60 N -3.6817 3.9454 1.3928  0.05
61 C -3.2870 2.8689 1.2494  0.07